[1]
Formula: C23H68N4O11
Source: the OMol25 dataset
Level of theory: ωB97M-V/def2-TZVPD

The geometry in XYZ format:
```
106
Properties=species:S:1:pos:R:3
N -6.17455 -9.59541 15.72482
C -5.32790 -9.04425 16.55133
N -4.15012 -9.54734 16.57731
O -5.73363 -8.01587 17.35654
H -7.08810 -9.09580 15.70316
H -5.95270 -10.44313 15.30629
H -3.33288 -9.10501 17.02166
H -3.88723 -10.42339 16.18130
N -6.73613 -5.98502 15.99316
C -7.56537 -5.01501 16.30540
N -7.80659 -4.96779 17.58240
O -8.16833 -4.29254 15.29823
H -6.24434 -5.98874 15.08803
H -6.33470 -6.64553 16.66483
H -8.40863 -4.18863 17.81337
H -7.57121 -5.66346 18.29076
C -1.44190 -9.31817 14.85026
C -0.50093 -10.39935 15.38397
C 0.85608 -9.77041 15.83135
O -0.99005 -11.07567 16.26251
H -1.85070 -8.62892 15.59959
H -2.31820 -9.80052 14.36886
H -1.02300 -8.79387 13.91614
H -0.29336 -11.12852 14.53515
H 0.67637 -9.16418 16.75221
H 1.16893 -9.10962 15.03222
H 1.61661 -10.48811 15.98667
H -1.33591 -10.43984 16.89214
C -6.69002 -6.97855 21.75896
C -7.70023 -6.76800 20.61738
C -8.35899 -5.39465 20.60860
O -7.19320 -6.90396 19.47390
H -6.29053 -7.99850 21.84808
H -7.09059 -6.49221 22.68217
H -5.80248 -6.41742 21.59416
H -8.50613 -7.50998 20.78088
H -7.70163 -4.58271 20.19453
H -8.63955 -5.04563 21.58003
H -9.22015 -5.32667 19.98889
H -6.67285 -7.69207 19.42423
C -4.39518 -12.18781 20.28463
C -3.84244 -10.87383 19.82953
C -4.96343 -9.85213 19.92540
O -2.85952 -10.33512 20.37331
H -3.78275 -13.01755 19.97670
H -5.40205 -12.32863 19.87701
H -4.63272 -12.15671 21.41150
H -3.55520 -10.98658 18.75223
H -4.62084 -8.82821 19.71974
H -5.49227 -9.81637 20.88651
H -5.81713 -10.09984 19.23000
H -2.24244 -11.01986 20.57980
C -6.21073 -12.63557 15.05397
C -5.40940 -12.60512 16.36739
C -5.58290 -13.84839 17.21772
O -4.18509 -12.39811 16.23187
H -7.27730 -12.43719 15.14495
H -6.37341 -13.68678 14.61468
H -5.77177 -12.00761 14.21720
H -5.81725 -11.71722 16.87381
H -5.23314 -14.71662 16.72964
H -6.63119 -14.09322 17.39480
H -5.03124 -13.74738 18.16773
H -3.57453 -13.07418 16.51132
C -3.76010 -7.07974 14.11139
C -4.80591 -7.70137 13.21046
C -4.44551 -9.16507 12.78860
O -6.00743 -7.70254 13.60743
H -3.82188 -7.33566 15.14302
H -3.85509 -5.94699 13.98413
H -2.76737 -7.31099 13.82121
H -4.88829 -7.13798 12.25541
H -4.96038 -9.61078 11.93309
H -4.43554 -9.86781 13.62650
H -3.37825 -9.25296 12.56712
H -6.07385 -8.32516 14.35434
C -2.52274 -7.03398 18.36710
C -1.46459 -8.11050 18.30008
C -0.59336 -8.15692 19.51503
O -1.85449 -9.26232 18.03759
H -3.14763 -7.06916 17.49617
H -2.08168 -6.01859 18.28721
H -3.25365 -6.98167 19.18151
H -0.88576 -7.82150 17.45891
H 0.00063 -7.20961 19.54238
H 0.00232 -9.04771 19.49079
H -1.13492 -8.19847 20.44426
H -2.04505 -9.64582 18.91701
C -8.21242 -10.05664 12.75557
O -7.70563 -9.10523 11.88035
H -8.24692 -11.05658 12.33010
H -9.13115 -9.89396 13.28502
H -7.42357 -10.15258 13.53553
H -7.06659 -8.49465 12.27495
C -8.83337 -11.04555 17.27476
O -9.21652 -10.60791 15.99549
H -7.96770 -10.50496 17.56846
H -8.54789 -12.06660 17.16938
H -9.63146 -11.07927 18.02555
H -9.35309 -9.65107 16.15787
C -9.15769 -7.34154 14.42481
O -8.30475 -7.94981 15.35160
H -9.83924 -8.07324 14.06792
H -8.62918 -6.94877 13.58655
H -9.64301 -6.55652 14.94751
H -7.82533 -7.15588 15.60179
```

As for the orbital gap: 8.63 eV. The calculation puts the energy above the lowest of the compared OMol25 structures with the same formula, charge and spin at 795.7 kJ/mol. Its SMILES is NC(N)=O.NC(N)=O.CC(C)O.CC(C)O.CC(C)O.CC(C)O.CC(C)O.CC(C)O.CO.CO.CO.

Mulliken population analysis, charges in e, atoms 1 to 99:
1. N 3.082
2. C -0.170
3. N 2.340
4. O -1.066
5. H -0.092
6. H -1.594
7. H -1.510
8. H 0.204
9. N -0.019
10. C 0.275
11. N -0.108
12. O -0.758
13. H 0.043
14. H 0.124
15. H 0.291
16. H 0.327
17. C -0.359
18. C 0.191
19. C -1.288
20. O -0.516
21. H -0.134
22. H -0.156
23. H 0.554
24. H 0.412
25. H 0.160
26. H 0.381
27. H 0.384
28. H 0.404
29. C -1.452
30. C 1.078
31. C -1.832
32. O -0.396
33. H 0.303
34. H 0.385
35. H 0.381
36. H 0.196
37. H 0.357
38. H 0.465
39. H 0.420
40. H -0.128
41. C -1.893
42. C 1.427
43. C -0.148
44. O -0.424
45. H 0.565
46. H 0.352
47. H 0.369
48. H -0.545
49. H -0.290
50. H 0.523
51. H -0.323
52. H 0.376
53. C -1.481
54. C 1.855
55. C -1.737
56. O -0.536
57. H 0.146
58. H 0.334
59. H 0.351
60. H -0.532
61. H 0.496
62. H 0.338
63. H 0.344
64. H 0.327
65. C -1.755
66. C 0.825
67. C -1.105
68. O -0.446
69. H 0.175
70. H 0.374
71. H 0.736
72. H 0.490
73. H 0.321
74. H -0.092
75. H 0.575
76. H -0.467
77. C -1.362
78. C 0.571
79. C -1.770
80. O -0.273
81. H 0.062
82. H 0.498
83. H 0.181
84. H 0.455
85. H 0.393
86. H 0.410
87. H 0.409
88. H 0.031
89. C -0.085
90. O -0.647
91. H 0.453
92. H 0.150
93. H -0.354
94. H 0.432
95. C -0.266
96. O -0.490
97. H -0.128
98. H 0.112
99. H 0.382

=====

[2]
Formula: C23H68N6O11
Source: the OMol25 dataset
Level of theory: ωB97M-V/def2-TZVPD

The geometry in XYZ format:
```
108
Properties=species:S:1:pos:R:3
N 0.32760 -0.27407 1.30832
C -0.14794 -0.28957 0.04789
N -0.57348 0.92435 -0.35064
O -0.22494 -1.30680 -0.67104
H 0.46612 -1.12485 1.82679
H 0.36574 0.60590 1.79666
H -0.83916 1.08634 -1.31515
H -0.25962 1.70827 0.19957
N -0.10320 -4.54219 -0.34678
C -1.22280 -4.72171 -1.08380
N -1.68721 -3.58455 -1.67002
O -1.71937 -5.83637 -1.30131
H 0.20924 -3.58999 -0.24629
H 0.25668 -5.30012 0.19709
H -2.52163 -3.57595 -2.21960
H -1.15854 -2.73170 -1.56318
N -0.58957 0.21659 -5.28532
C -0.56509 0.12589 -3.91917
N 0.28363 -0.79834 -3.40118
O -1.24298 0.88074 -3.20840
H -0.04114 -0.37617 -5.87458
H -1.10623 0.98352 -5.67199
H 0.23124 -1.00883 -2.40185
H 0.58980 -1.48679 -4.06614
C -2.32491 4.20309 -3.62751
C -3.36974 3.72133 -2.63185
C -4.51133 2.98192 -3.37323
O -2.79210 2.78338 -1.73610
H -1.42354 4.53760 -3.11405
H -2.72140 5.08762 -4.14123
H -2.07592 3.49041 -4.41286
H -3.80162 4.57444 -2.10761
H -5.33193 2.73741 -2.69744
H -4.10196 2.05762 -3.77699
H -4.93922 3.65515 -4.12237
H -2.29638 2.10774 -2.22050
C 2.71030 -3.07635 -0.96689
C 3.57027 -1.98250 -1.60507
C 4.65075 -1.50641 -0.64157
O 4.16961 -2.53159 -2.78155
H 3.26280 -3.87225 -0.46579
H 2.02920 -3.54997 -1.67511
H 2.01508 -2.55976 -0.29651
H 2.93128 -1.11480 -1.78132
H 5.34830 -0.79892 -1.08638
H 5.17838 -2.37713 -0.24382
H 4.17445 -0.98655 0.19579
H 4.67953 -3.30100 -2.51197
C 1.85536 3.85804 -3.91494
C 2.95962 3.55014 -2.90487
C 2.81728 2.14846 -2.33905
O 4.22344 3.55036 -3.56656
H 1.73177 3.01198 -4.59350
H 2.00733 4.76895 -4.50022
H 0.86685 3.98686 -3.46501
H 3.01293 4.24763 -2.06028
H 2.00295 1.99653 -1.62681
H 3.73348 1.94507 -1.77245
H 2.77599 1.30892 -3.03592
H 4.24180 4.31618 -4.15108
C 2.30028 -3.20589 2.89627
C 1.04679 -3.55799 3.65571
C 1.38408 -4.45204 4.84833
O 0.34838 -2.37753 4.04061
H 2.80589 -4.12260 2.57448
H 3.04690 -2.70561 3.51491
H 2.12147 -2.68693 1.95339
H 0.37357 -4.12501 2.99899
H 0.51801 -4.64213 5.48938
H 2.19071 -4.04416 5.45966
H 1.66739 -5.47081 4.56949
H -0.56763 -2.62612 4.26293
C 0.34834 4.13476 -0.17519
C 0.51356 4.10402 1.34130
O 0.63247 2.75250 1.83826
H 1.24686 3.82948 -0.70039
H 0.10164 5.15417 -0.47788
H -0.50814 3.50474 -0.41665
H -0.22777 4.65535 1.91331
H 1.49107 4.55878 1.53331
H 1.54548 2.57424 2.08135
C -2.98965 -2.74075 1.91785
C -2.74528 -1.85147 3.12083
O -2.44421 -2.70368 4.25039
H -3.21829 -2.11580 1.05148
H -3.77500 -3.48485 2.03250
H -2.05693 -3.26046 1.68343
H -3.61695 -1.25295 3.38115
H -1.88499 -1.23509 2.85059
H -2.69651 -2.24500 5.05813
C -3.76655 0.06196 -0.25932
C -3.63690 0.67189 1.13408
O -4.87356 1.22189 1.55805
H -2.82614 -0.31018 -0.67548
H -4.21413 0.72111 -0.99872
H -4.39771 -0.82768 -0.16638
H -2.76767 1.34230 1.15290
H -3.33110 -0.07319 1.87313
H -4.93860 2.07105 1.10487
C 0.59987 1.21190 5.14577
C 1.90821 0.45784 5.35930
O 2.35856 -0.12014 4.13214
H 0.13267 1.46899 6.10122
H -0.17171 0.65450 4.60830
H 0.75046 2.13651 4.58836
H 1.84471 -0.33855 6.10511
H 2.66610 1.17337 5.68015
H 1.72609 -0.83799 3.98136
```

As for the orbital gap: 9.62 eV. The calculation puts the energy above the lowest of the compared OMol25 structures with the same formula, charge and spin at 0.0 kJ/mol. Its SMILES is NC(N)=O.NC(N)=O.NC(N)=O.CC(C)O.CC(C)O.CC(C)O.CC(C)O.CCO.CCO.CCO.CCO.

Mulliken population analysis, charges in e, atoms 1 to 99:
1. N 0.968
2. C -1.180
3. N 3.226
4. O 0.226
5. H -0.518
6. H -0.131
7. H -0.911
8. H -0.648
9. N -0.068
10. C 0.427
11. N -0.200
12. O -0.741
13. H -0.160
14. H 0.161
15. H 0.188
16. H 0.233
17. N -0.442
18. C 0.310
19. N 0.014
20. O -0.528
21. H 0.145
22. H 0.240
23. H -0.467
24. H 0.262
25. C -1.104
26. C 0.387
27. C -1.300
28. O -0.431
29. H 0.072
30. H 0.513
31. H 0.162
32. H 0.393
33. H 0.301
34. H 0.224
35. H 0.467
36. H 0.190
37. C -0.751
38. C 1.381
39. C -1.488
40. O -0.594
41. H 0.561
42. H 0.478
43. H -0.538
44. H -0.538
45. H 0.372
46. H 0.425
47. H 0.278
48. H 0.365
49. C -0.895
50. C 0.507
51. C -0.949
52. O -0.572
53. H 0.343
54. H 0.431
55. H -0.142
56. H 0.244
57. H -0.057
58. H 0.341
59. H 0.460
60. H 0.320
61. C -1.255
62. C 1.180
63. C -1.677
64. O -0.626
65. H 0.487
66. H 0.407
67. H 0.049
68. H 0.135
69. H 0.402
70. H 0.341
71. H 0.412
72. H 0.265
73. C -0.133
74. C -0.620
75. O -0.473
76. H -0.041
77. H 0.512
78. H -0.335
79. H 0.322
80. H 0.358
81. H 0.207
82. C -0.343
83. C -0.016
84. O -0.630
85. H -0.144
86. H 0.451
87. H -0.110
88. H 0.656
89. H -0.133
90. H 0.329
91. C -0.355
92. C 1.183
93. O -0.629
94. H -0.194
95. H -0.005
96. H 0.477
97. H -0.146
98. H -0.814
99. H 0.377

=====

| no. | maximum force (hartree/bohr) |
| --- | --- |
| 1 | 0.2312 |
| 2 | 0.0482 |